No. 1
The following is a quantum chemistry calculation of the molecule C21H23N3O5S in a non-equilibrium geometry, from OMol25.

CARTESIAN COORDINATES (ANGSTROEM)
C  -8.14  -0.95  0.00
O  -6.95  -1.69  0.14
C  -5.73  -1.12  0.09
C  -4.67  -2.01  0.27
C  -3.35  -1.61  0.24
C  -3.05  -0.26  0.05
C  -1.68  0.26  0.03
N  -1.55  1.56  0.12
S  -0.10  2.21  0.35
O  -0.02  3.51  -0.24
O  0.32  2.07  1.71
N  0.95  1.18  -0.55
C  2.17  1.73  -1.10
C  0.67  -0.13  -0.47
C  1.82  -1.08  -0.71
O  1.94  -1.78  -1.69
N  2.68  -1.05  0.33
C  3.96  -1.73  0.33
C  4.14  -2.53  1.63
C  5.07  -0.73  0.14
C  5.20  0.36  1.00
C  6.20  1.30  0.81
C  7.09  1.15  -0.24
C  6.98  0.07  -1.10
C  5.97  -0.86  -0.91
C  -0.57  -0.60  -0.15
C  -4.10  0.64  -0.11
C  -5.43  0.25  -0.10
O  -6.46  1.13  -0.27
C  -6.16  2.49  -0.47
H  -8.20  -0.46  -0.97
H  -8.94  -1.68  0.09
H  -8.24  -0.20  0.79
H  -4.93  -3.05  0.42
H  -2.58  -2.35  0.40
H  1.95  2.77  -1.33
H  2.46  1.19  -2.00
H  2.99  1.69  -0.37
H  2.48  -0.43  1.10
H  3.94  -2.42  -0.52
H  4.13  -1.86  2.49
H  5.09  -3.05  1.61
H  3.33  -3.25  1.73
H  4.51  0.49  1.82
H  6.28  2.14  1.48
H  7.88  1.88  -0.39
H  7.67  -0.04  -1.92
H  5.87  -1.70  -1.59
H  -0.70  -1.67  -0.15
H  -3.82  1.67  -0.25
H  -7.13  2.98  -0.57
H  -5.57  2.65  -1.37
H  -5.63  2.92  0.39

Values from the calculation:
F_max = 0.0243 Eh/bohr
molar mass = 429.5 g mol⁻¹
energy relative to the best compared isomer or geometry (same formula, charge and spin) = 88.9 kcal/mol
LUMO energy = -0.38 eV
E_HOMO = -8.26 eV
electronic energy = -1752.65816 hartree
gap between HOMO and LUMO = 0.289 Eh
SMILES string = COc1ccc(C2=NS(=O)(=O)N(C)C(C(=O)N[C@H](C)c3ccccc3)=C2)cc1OC

No. 2
The following is a quantum chemistry calculation of a cluster of 2 separate species, C5H14S in total in a non-equilibrium geometry, from OMol25.

CARTESIAN COORDINATES (ANGSTROEM)
C  2.67  -1.92  0.08
C  1.50  -1.77  1.04
C  1.51  -0.43  1.74
H  2.49  -1.41  -0.87
H  3.53  -1.42  0.53
H  2.94  -2.95  -0.13
H  1.55  -2.57  1.79
H  0.54  -1.93  0.53
H  0.57  -0.18  2.21
H  1.72  0.39  1.04
H  2.40  -0.37  2.38
C  -1.52  2.51  -0.73
S  -0.87  0.84  -0.91
C  -2.34  -0.07  -0.46
H  -0.99  3.11  -1.47
H  -2.52  2.53  -1.16
H  -1.42  2.86  0.29
H  -2.23  -1.13  -0.65
H  -3.21  0.29  -1.02
H  -2.70  0.10  0.57

Values from the calculation:
F_max = 0.0280 Eh/bohr
molar mass = 106.2 g mol⁻¹
energy relative to the best compared isomer or geometry (same formula, charge and spin) = 9.1 kcal/mol
LUMO energy = 0.97 eV
E_HOMO = -8.52 eV
electronic energy = -597.06276 hartree
gap between HOMO and LUMO = 0.349 Eh
SMILES string = CCC.CSC

No. 3
The following is a quantum chemistry calculation of a structure of composition C34H36CsF6N7SSi, from OMol25.

CARTESIAN COORDINATES (ANGSTROEM)
Cs  -0.57  0.25  0.40
C  3.09  -1.74  -0.51
N  2.56  -1.14  0.70
C  2.50  -2.08  1.80
C  1.38  -3.08  1.66
C  1.61  -4.42  1.36
C  0.52  -5.26  1.19
C  -0.76  -4.74  1.34
C  -0.89  -3.39  1.66
N  0.16  -2.58  1.82
C  3.24  0.08  1.07
C  3.04  1.25  0.13
C  3.66  2.46  0.42
C  3.38  3.56  -0.37
C  2.51  3.40  -1.44
C  1.96  2.16  -1.67
N  2.22  1.10  -0.90
C  2.11  -2.59  -1.29
C  2.54  -3.73  -1.96
C  1.63  -4.44  -2.72
C  0.33  -4.00  -2.81
C  -0.01  -2.84  -2.11
N  0.85  -2.16  -1.37
H  3.38  -0.93  -1.18
H  3.99  -2.34  -0.30
H  3.47  -2.62  1.93
H  2.32  -1.52  2.72
H  2.62  -4.78  1.23
H  0.66  -6.30  0.94
H  -1.64  -5.35  1.22
H  -1.87  -2.94  1.80
H  2.82  0.42  2.02
H  4.33  -0.08  1.22
H  4.30  2.55  1.30
H  3.81  4.52  -0.13
H  2.24  4.24  -2.08
H  1.27  1.98  -2.49
H  3.57  -4.05  -1.86
H  1.94  -5.34  -3.25
H  -0.41  -4.51  -3.40
H  -1.02  -2.44  -2.17
C  -1.34  3.77  -0.50
C  -0.35  4.16  0.57
C  -0.04  5.50  0.79
C  0.91  5.77  1.78
C  1.47  4.74  2.50
C  1.09  3.38  2.25
N  0.20  3.15  1.24
N  1.56  2.34  2.93
Si  2.38  2.33  4.40
C  2.54  0.55  5.00
C  4.18  2.97  4.35
C  1.51  3.28  5.79
H  -1.73  4.64  -1.02
H  -2.19  3.23  -0.06
H  -0.89  3.10  -1.24
H  -0.51  6.28  0.22
H  1.20  6.79  1.98
H  2.21  4.96  3.27
H  3.23  -0.03  4.38
H  1.57  0.05  4.97
H  2.91  0.51  6.03
H  4.78  2.38  3.66
H  4.65  2.91  5.34
H  4.24  4.01  4.02
H  0.51  2.87  5.96
H  1.39  4.34  5.54
H  2.08  3.21  6.73
F  -7.25  -2.96  1.53
C  -6.49  -3.62  0.65
F  -5.99  -4.71  1.28
F  -7.38  -4.13  -0.26
C  -5.44  -2.79  -0.02
C  -5.53  -2.61  -1.39
C  -4.58  -1.86  -2.06
C  -3.56  -1.32  -1.29
N  -3.45  -1.46  0.02
C  -4.38  -2.17  0.72
S  -4.25  -2.28  2.42
H  -6.35  -3.07  -1.94
H  -4.61  -1.69  -3.13
H  -2.78  -0.75  -1.79
F  -2.49  1.45  -3.41
C  -1.28  0.80  -3.07
F  -0.37  1.50  -3.92
F  -1.42  -0.41  -3.82

Values from the calculation:
F_max = 0.0041 Eh/bohr
molar mass = 849.8 g mol⁻¹
energy relative to the best compared isomer or geometry (same formula, charge and spin) = 0.0 kcal/mol
LUMO energy = 3.57 eV
E_HOMO = -2.02 eV
electronic energy = -3007.69157 hartree
gap between HOMO and LUMO = 0.206 Eh
charge = -2

No. 4
The following is a quantum chemistry calculation of a structure of composition C32H39N3RuSb, from OMol25.

CARTESIAN COORDINATES (ANGSTROEM)
Ru  -0.16  1.08  0.07
C  -1.77  3.26  -1.39
C  -2.71  2.20  -0.89
C  -4.08  2.42  -1.03
C  -4.97  1.47  -0.59
C  -4.47  0.30  -0.02
C  -3.10  0.14  0.11
N  -2.23  1.08  -0.32
Sb  -2.23  -1.56  1.17
C  -1.23  -0.24  2.47
C  -2.21  0.02  3.41
C  -2.46  1.27  3.95
C  -1.67  2.32  3.43
C  -0.63  2.13  2.58
C  0.26  3.26  2.12
N  -0.26  0.79  2.10
C  -1.56  -1.96  -0.90
C  -2.53  -2.57  -1.68
C  -2.50  -2.42  -3.05
C  -1.57  -1.56  -3.60
C  -0.61  -0.96  -2.81
C  0.29  0.09  -3.37
N  -0.56  -1.28  -1.50
H  -1.91  3.42  -2.46
H  -0.72  3.02  -1.24
H  -1.97  4.21  -0.89
H  -4.42  3.34  -1.49
H  -6.04  1.62  -0.68
H  -5.14  -0.46  0.35
H  -2.88  -0.79  3.68
H  -3.23  1.44  4.68
H  -1.87  3.34  3.73
H  1.25  3.24  2.58
H  -0.22  4.20  2.39
H  0.44  3.30  1.04
H  -3.32  -3.12  -1.19
H  -3.23  -2.91  -3.68
H  -1.56  -1.34  -4.66
H  1.29  -0.27  -3.59
H  0.38  0.93  -2.67
H  -0.15  0.47  -4.29
C  2.59  0.54  -1.20
C  1.98  -0.87  -1.04
C  2.82  -1.59  0.05
C  0.50  -0.77  -0.55
C  2.19  -1.76  -2.27
C  3.12  -1.42  -3.26
C  3.35  -2.26  -4.34
C  2.67  -3.46  -4.47
C  1.76  -3.82  -3.48
C  1.53  -2.99  -2.39
H  2.12  1.25  -0.51
H  2.47  0.97  -2.19
H  3.65  0.54  -0.96
H  2.94  -0.98  0.95
H  3.82  -1.79  -0.34
H  2.37  -2.55  0.33
H  0.39  -1.49  0.26
H  3.68  -0.50  -3.18
H  4.08  -1.97  -5.09
H  2.84  -4.10  -5.31
H  1.24  -4.77  -3.54
H  0.84  -3.31  -1.62
C  2.91  1.03  4.20
C  1.43  0.66  4.04
C  1.09  -0.57  4.88
C  1.12  0.44  2.55
H  3.15  1.19  5.25
H  3.17  1.94  3.65
H  3.55  0.22  3.84
H  0.82  1.50  4.38
H  1.75  -1.40  4.63
H  0.06  -0.89  4.71
H  1.20  -0.35  5.94
H  1.82  1.03  1.94
H  1.23  -0.62  2.30

Values from the calculation:
F_max = 0.0142 Eh/bohr
molar mass = 688.5 g mol⁻¹
LUMO energy = -3.31 eV
E_HOMO = -8.50 eV
electronic energy = -1741.76603 hartree
gap between HOMO and LUMO = 0.191 Eh
charge = +1

No. 5
The following is a quantum chemistry calculation of a cluster of 2 separate species, H5O5S in total in a non-equilibrium geometry, from OMol25.

CARTESIAN COORDINATES (ANGSTROEM)
O  -0.32  -1.18  1.74
S  -0.11  -0.02  0.86
O  -0.19  1.31  1.87
O  1.48  0.02  0.26
O  2.03  -1.27  0.13
H  0.49  1.14  2.54
H  2.12  -1.66  1.02
O  -1.33  0.42  -1.89
H  -2.30  0.29  -2.00
H  -1.05  1.28  -2.26
H  -0.82  -0.32  -2.27

Values from the calculation:
F_max = 0.0598 Eh/bohr
molar mass = 117.1 g mol⁻¹
energy relative to the best compared isomer or geometry (same formula, charge and spin) = 10.3 kcal/mol
LUMO energy = -5.48 eV
E_HOMO = -13.93 eV
electronic energy = -776.91963 hartree
gap between HOMO and LUMO = 0.310 Eh
charge = +1

No. 6
The following is a quantum chemistry calculation of a structure of composition C32H41AsIrN4, from OMol25.

CARTESIAN COORDINATES (ANGSTROEM)
Ir  -0.02  -0.30  0.27
N  0.86  1.39  -0.43
C  1.28  2.32  0.63
C  1.84  3.54  0.40
C  2.18  4.34  1.52
C  1.95  3.91  2.80
C  1.38  2.64  3.04
C  1.14  2.08  4.31
C  0.60  0.82  4.41
C  0.29  0.11  3.24
N  0.49  0.62  2.04
C  1.04  1.86  1.92
H  1.65  1.14  -1.03
H  0.18  1.86  -1.04
H  2.03  3.91  -0.60
H  2.62  5.31  1.35
H  2.22  4.54  3.64
H  1.38  2.64  5.21
H  0.42  0.36  5.37
H  -0.14  -0.88  3.29
C  -2.94  0.26  2.82
C  -2.60  1.60  2.22
C  -2.75  2.76  2.98
C  -2.52  4.01  2.43
C  -2.19  4.13  1.09
C  -2.06  3.01  0.28
C  -1.86  3.18  -1.20
C  -2.23  1.76  0.89
N  -1.91  0.58  0.12
C  -2.74  -0.02  -0.65
C  -4.17  0.36  -0.82
C  -2.16  -1.19  -1.42
C  -3.02  -1.91  -2.38
N  -0.91  -1.47  -1.20
C  -0.30  -2.57  -1.90
C  -0.52  -3.86  -1.43
C  -1.37  -4.16  -0.23
C  0.08  -4.90  -2.14
C  0.88  -4.65  -3.24
C  1.09  -3.34  -3.67
C  0.49  -2.27  -3.01
C  0.61  -0.87  -3.55
H  -2.60  0.19  3.85
H  -2.52  -0.58  2.27
H  -4.02  0.12  2.83
H  -3.06  2.68  4.02
H  -2.64  4.90  3.03
H  -2.07  5.11  0.65
H  -1.24  4.06  -1.42
H  -2.82  3.36  -1.69
H  -1.43  2.32  -1.73
H  -4.44  1.17  -0.14
H  -4.80  -0.51  -0.62
H  -4.37  0.67  -1.84
H  -3.54  -1.19  -3.02
H  -3.81  -2.45  -1.84
H  -2.47  -2.62  -2.98
H  -1.30  -3.38  0.54
H  -1.08  -5.10  0.23
H  -2.43  -4.25  -0.49
H  -0.07  -5.92  -1.81
H  1.34  -5.47  -3.77
H  1.70  -3.15  -4.54
H  1.47  -0.78  -4.20
H  0.71  -0.13  -2.75
H  -0.27  -0.60  -4.13
C  3.35  -0.67  -1.06
As  2.22  -1.38  0.34
C  2.33  -3.29  0.13
C  3.22  -1.04  1.95
H  4.31  -1.19  -1.02
H  3.55  0.39  -0.90
H  2.90  -0.83  -2.04
H  3.36  -3.58  0.34
H  2.08  -3.58  -0.89
H  1.67  -3.79  0.83
H  4.23  -1.43  1.81
H  2.76  -1.56  2.80
H  3.27  0.03  2.16

Values from the calculation:
F_max = 0.0179 Eh/bohr
molar mass = 748.8 g mol⁻¹
LUMO energy = -10.84 eV
E_HOMO = -16.97 eV
electronic energy = -3802.26008 hartree
gap between HOMO and LUMO = 0.225 Eh
charge = +3